Record 1
12 unconnected molecules or ions with the total composition C46H94O12 in a non-equilibrium geometry. Source: the Open Molecules 2025 dataset; level of theory: wB97M-V/def2-TZVPD.

The strongest force on any atom is 3.09 eV Å⁻¹. The calculation puts the relative energy (zero: lowest compared OMol25 entry of this formula, charge and spin) at 57.5 kcal per mole. As for the charge: 0. The frontier orbital gap is 9.63 eV. As for the LUMO energy: 0.0172 Ha. Its calculated total energy is -73787.1599 eV.

Each line ends with the Mulliken charge.
Positions of all 152 atoms, in Å:
H (1.880, -3.081, 3.753)  -0.145
O (-0.462, -0.385, -1.521)  -0.359
H (-0.964, 1.100, 3.406)  0.323
H (4.243, 3.199, 4.199)  -0.043
H (-6.368, 3.870, -3.133)  0.424
C (-0.376, 5.855, -0.989)  -0.157
H (-1.556, -6.077, -1.595)  0.200
H (2.245, -0.440, -0.591)  0.070
C (-2.024, -2.165, -3.819)  -0.061
O (-0.627, -7.607, -0.541)  -0.491
H (-6.014, 4.212, -0.589)  0.408
C (-5.372, 3.577, -1.200)  0.133
C (-6.331, 3.157, -2.310)  -0.978
H (1.139, 6.015, -2.175)  0.231
H (5.191, -2.101, 3.483)  0.237
H (2.461, -4.660, 3.263)  -0.004
C (1.299, -0.471, -0.051)  0.347
C (-3.209, -0.422, 3.335)  -0.664
H (-0.001, -1.350, 3.694)  -0.225
H (-0.448, -1.621, 0.256)  -0.317
C (2.229, 1.440, 3.560)  1.816
H (-3.478, 0.169, 2.459)  0.196
H (-0.818, 0.646, 5.166)  0.470
H (-4.112, -4.005, 2.151)  0.404
H (-4.617, -5.639, -0.284)  0.308
H (-3.996, 3.558, -4.530)  -0.458
C (-4.124, -2.020, -4.692)  -0.714
H (-0.694, -5.496, 1.723)  0.130
C (-2.955, 2.690, -6.137)  -0.642
H (-1.492, 3.976, -0.587)  0.076
H (-7.370, 3.171, -1.982)  0.288
C (0.160, -1.288, -0.585)  0.279
C (0.098, -5.442, -0.346)  0.481
H (-1.707, -7.491, 1.141)  0.242
C (4.124, 1.242, 4.899)  -0.720
C (3.910, 4.854, -0.583)  -0.548
C (-1.008, -1.046, 3.978)  -0.271
H (-0.539, -4.579, -0.148)  -0.505
H (3.559, 5.508, -1.381)  0.297
C (3.591, -3.128, 2.521)  0.784
H (1.233, 1.068, 3.318)  -1.106
H (-5.046, -2.094, -4.115)  0.295
H (-2.844, -0.643, -2.536)  -0.452
H (5.106, 1.287, 1.130)  -0.257
H (-1.495, 4.879, -5.409)  0.247
C (-1.282, 0.429, 4.204)  -0.528
H (-4.959, 0.363, -1.479)  0.034
H (4.067, 0.848, 5.913)  0.362
H (3.848, 4.829, 2.623)  0.191
H (-5.524, -3.041, -0.987)  0.384
H (-4.281, -2.245, -5.747)  0.282
C (2.981, 4.715, 0.586)  0.124
H (6.026, 0.136, 2.156)  0.049
H (-3.985, -1.747, 0.379)  0.116
C (-3.601, -2.581, -0.208)  0.780
H (3.685, -3.059, 5.557)  0.262
H (-1.717, -1.061, 2.027)  -0.658
H (-0.071, -8.133, 1.374)  0.284
H (5.626, -3.388, 2.216)  0.304
H (7.633, -1.674, 0.659)  0.260
C (3.608, 2.648, 4.892)  -0.197
H (-4.068, -0.986, 3.698)  0.362
H (-0.293, 2.975, -4.898)  0.336
H (5.445, -1.317, -1.265)  0.299
O (-2.152, 1.987, -5.219)  -0.341
C (-2.519, -0.708, -3.574)  0.981
H (-2.101, 4.965, -3.874)  0.270
H (3.990, 3.870, -1.046)  0.233
O (2.267, 2.565, 4.403)  -0.545
C (-2.080, -1.393, 2.999)  0.761
C (-0.306, 0.954, -0.947)  0.109
H (-6.731, 0.997, -2.658)  0.471
H (-2.464, 2.885, -7.091)  0.294
H (-1.344, 2.710, -3.452)  -0.385
O (-3.213, -2.874, -4.123)  -0.386
H (-5.582, 1.807, -3.720)  0.039
C (-1.313, 2.947, -4.515)  0.337
H (-1.308, 1.340, -0.761)  0.001
H (6.151, 5.240, -0.547)  0.312
H (0.185, 0.672, 1.212)  -0.888
H (3.446, -4.731, 5.392)  0.333
H (-3.818, 4.669, -5.947)  0.483
C (-4.805, 1.404, -1.762)  0.884
C (4.030, 4.290, 1.693)  0.842
H (0.895, -6.321, 1.525)  0.168
C (0.615, 0.846, 0.226)  1.013
H (-0.007, -6.506, -2.250)  0.328
O (4.968, -3.997, 4.097)  -0.558
H (-3.036, -5.223, 1.428)  0.100
O (0.335, 5.491, -2.186)  -0.467
C (-0.546, -6.371, -1.312)  -0.475
H (-1.118, -1.600, 4.910)  0.528
H (-1.671, -0.024, -3.605)  0.160
H (-4.489, 0.098, -4.410)  -0.318
H (2.516, 1.752, 2.556)  -0.659
O (-2.660, 0.526, 4.305)  -0.533
H (7.778, -1.213, -0.976)  0.392
C (-4.721, -4.646, 0.155)  -0.819
H (3.384, -3.767, 1.662)  0.377
H (2.655, -0.342, 4.695)  0.225
H (0.345, 5.779, -0.176)  0.150
H (-5.702, -4.609, 0.627)  0.245
C (-0.666, -7.396, 0.834)  -0.494
C (5.000, -3.086, 3.056)  -0.347
C (7.003, 0.419, 0.241)  -0.489
H (5.544, -2.636, -0.142)  0.349
H (1.838, -0.749, 0.855)  -0.699
H (3.647, 3.048, 5.905)  0.456
H (3.328, -2.125, 2.185)  -1.009
H (-2.351, -2.448, 3.047)  0.261
H (-3.776, 1.441, -2.121)  -0.454
H (-1.612, -2.516, -2.872)  -0.240
H (6.683, 1.044, -0.593)  0.309
H (2.153, 4.032, 0.395)  0.009
H (7.862, 0.800, 0.793)  0.326
H (-0.592, 6.923, -1.020)  0.380
C (5.750, 0.407, 1.137)  0.245
C (3.169, 0.389, 4.071)  1.069
H (1.127, -5.146, -0.548)  0.416
C (-2.053, 4.261, -4.704)  -0.746
H (0.473, -2.111, -1.227)  0.354
H (-4.478, 4.096, -1.546)  -0.273
H (-1.996, 5.467, 0.228)  0.427
H (2.564, 5.692, 0.830)  0.160
O (-4.967, 2.340, -0.637)  -0.485
O (-2.779, -3.362, 0.654)  -0.094
H (5.206, 6.474, 0.213)  0.282
C (-1.645, 5.048, -0.715)  -0.564
H (-2.371, 5.095, -1.527)  -0.031
C (-3.347, 3.898, -5.338)  0.238
C (-3.628, -4.329, 1.230)  -0.432
H (-4.175, -3.888, -1.749)  0.169
C (7.151, -1.056, -0.098)  -0.674
H (3.620, -0.238, 3.301)  -0.961
C (-3.671, -0.600, -4.589)  0.227
C (-0.031, -6.019, 1.034)  -0.236
H (4.094, 3.218, 1.882)  -0.984
H (-3.207, -0.306, -5.531)  0.103
H (-1.360, -2.428, -4.642)  0.278
H (1.241, 1.730, 0.342)  -0.198
O (5.265, 4.736, 1.219)  -0.490
H (-3.833, 2.060, -6.282)  0.349
H (5.133, 1.229, 4.487)  0.258
H (0.292, 1.656, -1.528)  0.123
C (-4.570, -3.533, -0.797)  -0.265
C (5.731, -1.567, -0.244)  -0.565
C (5.223, 5.405, 0.001)  -0.492
C (-5.931, 1.736, -2.689)  -0.426
C (2.777, -3.692, 3.652)  0.357
C (3.648, -3.840, 4.798)  -0.585
O (4.937, -0.715, 0.644)  -0.148
H (-2.853, -2.259, -0.932)  -1.042

Record 2
A molecular structure, C46H95ClInNO20PS9 in a non-equilibrium geometry. Source: the Open Molecules 2025 dataset; level of theory: wB97M-V/def2-TZVPD.

The strongest force on any atom is 1.03 eV Å⁻¹. As for the charge: -1. The frontier orbital gap is 4.41 eV. As for the LUMO energy: 0.0515 Ha. Its calculated total energy is -216182.7989 eV.

Each line ends with the Mulliken charge.
Positions of all 174 atoms, in Å:
H (3.858, -3.064, 6.445)  0.267
C (1.889, 7.014, 0.028)  -0.961
H (4.097, -7.963, 0.167)  0.356
H (-3.598, -2.239, -1.579)  0.274
H (6.987, 3.508, 8.136)  0.372
H (6.764, 1.783, 7.725)  0.440
S (3.105, -8.649, -1.885)  1.247
H (2.889, -5.194, -0.889)  0.200
H (1.992, 0.257, 6.765)  0.425
C (-8.438, -1.827, -4.850)  -0.323
O (-7.563, -3.073, -2.671)  -0.612
In (0.508, 3.849, -0.994)  0.626
O (4.997, 3.385, 9.890)  -0.723
H (5.589, -10.177, 0.239)  0.367
C (3.400, 4.050, -3.468)  0.556
H (8.634, 1.060, -5.028)  0.296
S (-8.574, -3.194, -3.689)  1.001
H (-8.670, -5.388, -4.609)  0.388
C (-7.947, -2.438, -6.168)  -0.651
H (1.558, 1.326, -2.401)  0.289
H (-0.077, -5.742, -0.356)  0.288
H (-6.028, -1.931, -1.552)  0.166
H (3.578, 3.818, -4.523)  0.278
C (-4.007, -1.591, -0.799)  -0.188
H (3.574, 4.776, 8.115)  0.408
C (-8.438, -3.892, -6.212)  -0.521
C (-1.690, 3.294, -0.796)  -1.264
H (3.127, 3.100, -2.996)  -0.347
H (5.417, 3.926, -3.024)  0.264
H (2.274, 5.729, -4.212)  0.333
H (1.071, 0.265, -1.058)  0.274
H (8.205, 1.313, -6.721)  0.358
C (1.687, 1.762, 1.070)  0.159
O (4.184, 1.483, 8.471)  -0.576
H (3.072, 3.414, 7.084)  0.295
C (4.414, -8.588, -0.665)  -0.628
H (3.686, 1.017, 1.518)  0.249
C (1.815, 0.990, -1.395)  -1.143
C (-13.534, 0.065, -3.156)  -0.719
H (3.843, -10.394, 0.365)  0.312
O (-0.624, 6.463, 0.951)  -0.620
C (-5.496, -1.905, -0.609)  -0.426
H (2.794, 0.501, -1.486)  0.187
H (0.118, 5.096, -3.463)  0.436
H (1.867, -2.265, 7.638)  0.370
H (-12.001, -1.839, -5.555)  0.129
O (-4.854, -2.618, 2.551)  -0.697
S (-4.271, -3.152, 1.343)  1.217
H (4.560, 4.889, -1.986)  0.210
C (1.066, -4.783, 1.209)  -0.904
S (3.253, -0.417, 4.869)  1.370
C (4.617, -10.831, -1.609)  -0.601
C (1.478, -3.587, -1.144)  -0.954
H (-14.316, -1.617, -2.021)  0.356
O (-14.117, 0.771, -5.627)  -0.676
O (2.802, 6.496, 5.346)  -0.530
H (5.429, 2.369, 5.749)  0.081
C (7.822, 0.989, -5.754)  -0.635
H (1.047, -1.909, 6.115)  0.308
H (-7.960, -4.458, -7.011)  0.341
H (8.102, -1.175, -5.918)  0.321
O (1.837, -8.592, -1.205)  -0.651
O (3.413, -7.751, -2.968)  -0.693
H (1.900, -5.063, 1.850)  0.316
H (3.545, -0.499, 7.200)  0.316
H (4.423, 4.611, 5.513)  0.363
H (3.833, 9.298, 3.805)  0.365
H (-5.958, -1.139, 0.019)  0.299
H (0.319, 8.823, 4.629)  0.360
H (-3.294, -1.002, 1.181)  0.415
O (4.459, 0.931, -4.137)  -0.627
H (5.673, -1.373, -4.646)  0.326
H (-3.848, -0.563, -1.115)  -0.175
H (-8.308, -1.863, -7.020)  0.339
C (-13.324, -2.260, -3.861)  -0.359
H (-9.426, -1.379, -4.949)  0.052
H (1.308, 7.541, -0.732)  0.295
H (6.786, 3.493, 5.673)  0.390
O (2.028, 7.457, 3.156)  -0.521
C (0.943, 8.356, 5.390)  -0.793
H (0.382, 7.583, 5.910)  0.415
C (-3.302, -1.876, 0.533)  -0.037
H (5.905, 1.960, -6.094)  0.379
C (-5.550, -3.255, 0.093)  -0.733
O (4.582, 0.149, 4.878)  -0.770
C (3.397, -10.347, -2.404)  -0.738
C (2.280, 5.076, -3.333)  -0.440
C (2.965, -2.880, 5.844)  -0.690
C (-12.992, -1.577, -5.191)  -0.479
H (0.144, -4.757, 1.786)  0.459
H (1.324, 0.733, 1.121)  -0.067
H (7.159, -1.073, -3.710)  0.365
C (6.646, 1.849, -5.303)  -0.705
H (2.499, -3.845, 5.646)  0.358
S (-13.036, 0.190, -4.872)  1.143
H (3.505, 2.808, 1.607)  0.343
C (3.036, 1.842, 1.810)  -1.225
H (-2.277, 4.199, -0.956)  0.414
H (2.020, 8.895, 7.180)  0.266
H (1.009, 2.437, 1.598)  0.380
O (-11.701, 0.727, -4.956)  -0.651
H (2.218, -2.965, -1.641)  0.476
H (-2.285, -2.240, 0.400)  -0.139
S (2.333, 7.604, 4.549)  0.911
H (0.831, 10.101, 6.682)  0.348
C (4.930, 4.361, 6.441)  -0.537
H (-6.856, -2.421, -6.199)  0.314
H (5.529, -10.626, -2.173)  0.295
H (-7.045, -4.659, -4.726)  0.355
H (5.290, -8.156, -1.147)  0.379
H (2.661, -2.398, 3.729)  -0.136
N (4.664, 4.595, -2.949)  -0.798
C (6.516, -0.701, -4.505)  -0.742
C (3.468, 8.986, 4.780)  -0.713
H (6.936, 2.826, -4.922)  0.414
H (6.628, -0.566, -6.660)  0.304
H (-12.403, -2.456, -3.310)  0.102
C (2.674, -0.562, 6.551)  -0.667
H (-13.812, -3.219, -4.031)  0.357
C (2.666, 10.084, 5.489)  -0.569
H (1.271, -6.708, 0.215)  0.284
H (-1.877, 2.993, 0.238)  0.306
S (5.886, 0.904, -3.984)  1.245
H (3.566, -10.357, -3.478)  0.339
C (1.572, 9.392, 6.315)  -0.530
H (2.860, 1.808, 2.875)  0.231
C (2.020, -1.939, 6.609)  -0.697
P (0.886, 5.658, 0.781)  0.034
S (4.789, 2.788, 8.592)  1.095
C (0.908, 4.424, -3.113)  -1.292
C (1.857, 2.176, -0.411)  0.204
C (4.645, -10.048, -0.289)  -0.667
C (1.828, -5.073, -1.126)  -0.397
C (6.324, 2.777, 7.673)  -0.835
H (0.491, -3.416, -1.574)  0.401
C (-8.114, -4.483, -4.843)  -0.752
H (0.821, 3.518, -3.724)  0.362
H (2.160, 7.723, 0.808)  0.316
H (-14.186, 0.900, -2.912)  0.419
H (2.202, 10.738, 4.748)  0.298
H (-9.517, -3.916, -6.381)  0.262
C (7.294, -0.453, -5.803)  -0.616
O (2.201, 0.134, 4.060)  -0.615
H (-12.629, 0.105, -2.551)  0.355
O (-1.459, 1.492, -2.361)  -0.468
C (-2.109, 2.239, -1.720)  0.672
H (-7.744, -1.096, -4.443)  0.373
H (-13.735, -1.791, -5.957)  0.382
H (2.503, -10.919, -2.164)  0.346
C (5.918, 3.200, 6.262)  -0.322
O (-3.528, -4.393, 1.376)  -0.674
O (2.716, -2.731, 1.013)  -0.677
H (3.313, 10.701, 6.112)  0.317
H (4.571, -11.906, -1.441)  0.321
Cl (-3.970, 2.057, -1.883)  -0.369
H (2.861, 2.608, -0.482)  0.162
O (-9.962, -3.370, -3.334)  -0.621
H (4.298, 8.632, 5.390)  0.339
H (2.803, 6.589, -0.383)  0.163
C (3.356, -2.177, 4.537)  -0.324
C (-14.211, -1.301, -3.057)  -0.651
S (1.398, -3.129, 0.583)  1.103
H (-6.503, -3.468, 0.571)  0.470
H (-1.161, 5.897, 1.514)  0.285
H (4.368, -2.424, 4.227)  0.458
H (5.467, 5.254, 6.771)  0.270
H (-5.282, -4.065, -0.586)  0.306
H (1.652, -5.530, -2.098)  0.382
C (3.922, 3.939, 7.515)  -0.707
C (0.961, -5.695, -0.021)  -0.482
O (6.521, 1.264, -2.743)  -0.693
O (0.250, -2.294, 0.812)  -0.519
H (2.527, 5.711, -2.478)  0.019
H (-15.209, -1.255, -3.498)  0.309